(1)
Formula: C30H27FeIN10O5
Source: the Open Molecules 2025 dataset
Level of theory: ωB97M-V/def2-TZVPD

Computed properties:
Highest occupied orbital energy (alpha / beta) = -0.27603 / -0.27818 Ha
Net charge = 0
Multiplicity = 5
<S²> = 6.01
E_LUMO (alpha / beta) = -0.22 / -0.22 eV
ΔE to the lowest compared entry with this formula, charge and spin = 121.6 kJ/mol

Geometry (Å):
I 3.9421 -1.0413 2.1799
Fe 0.9075 -0.7770 0.3587
O -1.1582 3.8755 4.9116
O 0.0075 -1.1636 2.0708
O -0.9511 -5.0886 -2.1067
O 2.2340 -0.3699 -1.7734
O 1.3638 -0.6874 -3.7171
N 0.3377 -1.3754 -1.8052
N -1.5971 -2.2230 -0.2593
N -5.4197 6.6300 -2.7161
N -2.7445 -0.0022 4.0236
N 1.6317 0.9480 1.6527
N 0.4482 -6.8213 -2.5190
N 2.0663 -2.9372 -0.2673
N -1.0278 -1.6438 -3.7386
N -1.7912 -2.1092 -1.6318
N 1.3496 -0.8138 -2.4972
C 2.8402 1.5662 1.2445
C 1.1489 -3.8181 -0.6690
C 5.2301 1.3727 0.8688
C -1.8857 -0.7902 3.4059
C -1.4074 1.9062 3.4677
C -2.1382 3.8769 -0.4606
C -2.5174 1.3284 4.0275
C -3.8087 4.7256 -1.9648
C -0.7926 -1.7163 -2.4279
C -2.1262 -2.2731 3.4221
C 3.2521 -2.9610 -0.8840
C -1.1892 1.6172 -0.7378
C -0.4700 1.0702 2.8181
C 1.3482 -4.7207 -1.6950
C 4.0320 0.8443 1.3185
C 4.0695 3.3806 0.2374
C 2.8733 2.8428 0.6935
C -1.2762 3.4103 3.5642
C -2.9096 2.5180 -2.2780
C -0.7365 -0.3043 2.7150
C -3.7633 3.5305 -2.6771
C 5.2463 2.6506 0.3231
C -0.4071 0.7612 -0.3433
C -2.0784 2.6687 -1.1616
C -2.9911 4.8943 -0.8527
C 0.7986 1.6051 2.3511
C -4.7070 5.7903 -2.3840
C 3.5523 -3.8397 -1.9128
C 2.5784 -4.7299 -2.3317
C 0.1771 -5.5534 -2.1177
H 6.1415 0.7952 0.9479
H -4.3995 3.4043 -3.5429
H 4.5214 -3.7989 -2.3913
H -2.0220 -3.0769 0.0722
H 3.9772 -2.2310 -0.5439
H -3.0276 5.8236 -0.3000
H -1.5023 4.0069 0.4061
H -2.8679 1.5900 -2.8328
H -2.2611 -2.6728 2.4122
H -0.4544 3.7881 2.9564
H -2.6864 -2.3215 -2.0373
H 4.0757 4.3691 -0.2037
H -0.2517 -1.3739 -4.3230
H -0.3207 -7.4056 -2.7971
H -2.1813 3.8736 3.1759
H -1.2674 -2.8030 3.8413
H 1.9409 3.3874 0.5789
H -3.2621 1.9481 4.5155
H 0.1893 -3.7777 -0.1739
H 6.1761 3.0656 -0.0422
H -1.9540 -1.4047 0.2243
H -1.8266 -2.1094 -4.1320
H -3.0169 -2.4834 4.0110
H 1.3545 -7.2321 -2.3927
H 2.7637 -5.3948 -3.1691
H -0.4575 3.3725 5.3393
H 1.0782 2.6083 2.6761



(2)
Formula: C30H27N4O10S2Ti
Source: the Open Molecules 2025 dataset
Level of theory: ωB97M-V/def2-TZVPD

Computed properties:
Highest occupied orbital energy (alpha / beta) = -0.09688 / -0.09707 Ha
Net charge = -1
Multiplicity = 1
E_LUMO (alpha / beta) = 2.35 / 2.36 eV
ΔE to the lowest compared entry with this formula, charge and spin = 0.0 kJ/mol

Geometry (Å):
Ti -0.1598 0.3761 1.0756
S -0.3574 -2.8751 1.2945
S -0.7291 -1.5616 -1.9336
O 2.2343 0.5533 4.5213
O -2.1367 -1.9420 -2.0264
O -1.7346 -2.5161 1.0618
O -2.2005 0.4485 0.8892
O -4.2248 0.0954 1.7609
O 1.4545 0.7260 2.4052
O -0.1772 -1.1076 -3.1932
O 0.5163 -1.6820 1.4717
O -0.4636 -0.6076 -0.8563
O -0.1090 -3.8660 2.3116
N -1.8453 1.7682 -2.2516
N -0.9502 0.3064 2.9772
N 1.7963 1.0129 -0.3357
N -3.7703 0.0394 -1.1585
C 1.8431 2.3035 -0.6035
C 3.8807 0.6963 -1.5599
C -0.0933 0.2759 4.0538
C 1.4238 -4.9019 -2.4285
C -1.9318 -0.1994 5.5225
C 0.5989 4.4832 -0.5015
C 2.7712 -1.1781 -0.4970
C 4.7972 -1.5248 -1.7670
C -2.8747 1.2221 -3.1085
C 1.2116 0.5187 3.6326
C 2.9294 2.8767 -1.3280
C 1.5427 -5.4481 -1.1622
C 0.2676 -3.6132 -0.2333
C 0.9700 -4.8026 -0.0766
C -0.2484 2.5063 0.6676
C 0.7144 3.1369 -0.1313
C -2.2684 0.1017 3.1732
C -0.4714 5.2395 -0.0603
C -1.4266 4.6478 0.7615
C 4.8706 -0.1887 -2.0415
C 3.7369 -2.0169 -0.9793
C -0.5972 0.0089 5.3533
C 3.9210 2.0869 -1.8046
C 2.8035 0.2017 -0.7931
C 0.1490 -3.0658 -1.5162
C -3.0103 0.2000 1.8747
C -4.1280 0.9149 -2.2918
C 0.7310 -3.7141 -2.5987
C -2.8101 -0.1441 4.3972
C -1.3088 3.3112 1.1080
H -3.3004 -0.8378 -1.4694
H -4.5490 1.8331 -1.8793
H 0.0905 -0.0306 6.1876
H -0.9374 1.3490 -2.3893
H 4.7494 2.5064 -2.3652
H -2.0780 2.8749 1.7368
H -1.7788 2.7744 -2.2314
H 3.0298 0.6763 3.9881
H -0.5595 6.2797 -0.3506
H 0.6444 -3.2576 -3.5745
H -2.3296 -0.4124 6.5062
H -2.2654 5.2327 1.1243
H 1.8723 -5.3908 -3.2844
H -3.0632 0.4803 -0.5127
H 1.3281 4.9555 -1.1475
H -4.5452 -0.1761 -0.5309
H 2.0834 -6.3744 -1.0115
H -3.1625 1.8778 -3.9392
H -3.8748 -0.3017 4.4889
H -2.5062 0.2930 -3.5471
H 2.9585 3.9419 -1.4939
H 3.6785 -3.0746 -0.7521
H 1.0540 -5.2085 0.9216
H 1.9775 -1.5469 0.1313
H 5.6832 0.2153 -2.6351
H 5.5513 -2.2038 -2.1452
H -4.8876 0.4224 -2.9010



(3)
Formula: C30H27N4O4RuS2
Source: the Open Molecules 2025 dataset
Level of theory: ωB97M-V/def2-TZVPD

Computed properties:
Highest occupied orbital energy (alpha / beta) = -0.52321 / -0.52326 Ha
Net charge = +2
Multiplicity = 2
<S²> = 0.75
E_LUMO (alpha / beta) = -6.71 / -6.84 eV
ΔE to the lowest compared entry with this formula, charge and spin = 245.3 kJ/mol

Geometry (Å):
Ru -1.7446 0.6260 1.2432
S 1.3041 0.1020 0.7407
S -2.6870 -1.9159 0.7911
O -2.9557 -0.9095 1.9255
O -2.0717 -0.9995 -0.2269
O -2.0364 0.8891 4.3209
O -3.8120 -2.6336 0.3193
N -5.0520 3.0657 1.7844
N 0.2309 1.1833 1.3041
N -3.1318 2.1099 1.4872
N -1.5661 1.5438 -0.7157
C -2.2979 0.4800 -3.9319
C -1.0003 2.4861 -5.3824
C 5.0627 0.5300 3.2347
C -1.5810 1.5210 -1.8635
C 5.1445 0.0922 1.9191
C -1.5991 1.5035 -3.2873
C 2.3861 1.1528 -3.5155
C -2.3404 0.4738 -5.3146
C -1.7017 1.4773 -6.0330
C 1.3762 -0.3118 -1.9043
C -1.4253 -3.0051 1.3088
C 4.0041 0.0120 1.1366
C -0.2061 -5.0117 0.8808
C 2.6851 0.8122 3.0087
C 1.6917 -0.0109 -3.2232
C -4.1677 4.0663 1.4679
C 0.7355 -4.6652 1.8507
C 3.8387 0.8943 3.7756
C -2.9672 3.4622 1.2810
C -1.7482 0.8196 3.2403
C -1.2881 -4.1957 0.6048
C 2.4502 1.7480 -1.1860
C 2.7860 0.3886 1.6910
C -4.4035 1.8975 1.7909
C 0.5579 -3.4762 2.5587
C 2.7568 2.0363 -2.5035
C -0.5105 -2.6401 2.2879
C -0.9418 2.5071 -4.0014
C 1.7676 0.5690 -0.9050
C 1.8993 -5.5666 2.1375
H -2.0221 -4.4789 -0.1375
H -0.6539 -1.7393 2.8720
H 1.4052 -0.6893 -4.0153
H 0.6069 1.9733 1.8100
H -4.4634 5.0976 1.3988
H -0.0957 -5.9438 0.3414
H -2.8776 -0.3081 -5.8329
H 2.6481 1.3771 -4.5411
H -6.0344 3.1817 1.9819
H 2.7053 -5.0314 2.6362
H 1.7300 1.0676 3.4475
H -2.0174 3.8868 1.0110
H -0.5071 3.2597 -5.9546
H 3.7760 1.2369 4.7992
H 5.9555 0.5761 3.8431
H 6.0999 -0.1878 1.4972
H 3.2981 2.9409 -2.7455
H -4.8484 0.9417 2.0140
H 0.8417 -1.2208 -1.6532
H -0.4035 3.2857 -3.4778
H 2.2860 -6.0109 1.2214
H -1.7559 1.4768 -7.1135
H 4.0699 -0.3266 0.1112
H 1.5907 -6.3856 2.7901
H 1.2587 -3.2119 3.3410
H -2.7865 -0.2923 -3.3526
H 2.7523 2.4168 -0.3892



(4)
Formula: C30H27N7OsS
Source: the Open Molecules 2025 dataset
Level of theory: ωB97M-V/def2-TZVPD

Computed properties:
Highest occupied orbital energy (alpha / beta) = -0.47238 / -0.47198 Ha
Net charge = +2
Multiplicity = 1
E_LUMO (alpha / beta) = -8.36 / -8.36 eV

Geometry (Å):
Os -0.5915 1.4757 -0.6731
S 1.2852 2.3628 0.3651
N 2.5385 0.3774 3.4509
N 0.4281 0.2032 -1.8798
N 2.2221 1.3036 2.5648
N -0.6191 0.2149 0.8526
N 0.2716 0.2951 1.7996
N -1.8780 2.8045 0.3673
N -1.7800 4.1579 -1.5174
C 1.4884 2.0982 -2.9237
C 1.2606 1.1623 1.6890
C -0.4650 -2.7284 -3.8987
C 2.6737 -3.1745 4.2373
C -3.3761 4.7472 1.7003
C -2.1841 3.9727 -0.2341
C -3.7270 -1.4335 -0.0637
C 3.7001 1.8928 -3.8218
C 3.7145 0.5442 -3.4869
C 2.5249 -1.5469 1.9828
C -2.3408 2.6028 1.6188
C 2.5842 -0.9726 3.2658
C 2.6252 -0.0396 -2.8779
C -1.8073 -1.5960 1.9597
C 2.5196 -2.9167 1.8447
C -1.6721 -0.6471 0.9338
C -3.0821 3.5257 2.3113
C -2.8941 -2.4441 1.9604
C -0.0484 -2.1116 -1.2167
C -0.1087 -1.4468 -3.5428
C -2.9348 4.9646 0.4191
C 2.6874 -1.8066 4.3947
C -0.4099 -3.3905 -1.5904
C -3.8591 -2.3635 0.9640
C 0.0912 -1.1096 -2.1900
C 1.4912 0.7364 -2.5665
C 2.5863 -3.7365 2.9668
C -2.6428 -0.5868 -0.0871
C 2.5733 2.6642 -3.5506
C -0.6251 -3.7053 -2.9262
H -3.9300 5.5073 2.2275
H -4.7054 -3.0296 0.9776
H 4.5914 -0.0494 -3.6903
H 2.6476 -1.0783 -2.5826
H 4.5600 2.3431 -4.2910
H -1.9670 5.0503 -1.9439
H -0.5042 -4.1571 -0.8353
H -0.6221 -2.9675 -4.9385
H -0.9793 3.6543 -1.8813
H 2.8599 0.7520 4.3412
H -1.0461 -1.6490 2.7227
H -4.4712 -1.3879 -0.8424
H 2.4892 -3.3551 0.8593
H 0.5776 2.6757 -2.7629
H 0.2052 -1.9002 -0.1900
H -2.0904 1.6585 2.0822
H -0.0175 -0.6745 -4.2917
H -2.5337 0.1460 -0.9058
H 2.7297 -3.8153 5.1024
H 2.5407 -0.9112 1.1109
H 2.5983 -4.8077 2.8473
H 2.7425 -1.3653 5.3776
H -3.1354 5.8903 -0.0942
H -0.8988 -4.7092 -3.2087
H 2.5462 3.6998 -3.8498
H -3.4116 3.3074 3.3133
H -2.9953 -3.1766 2.7446



(5)
Formula: C30H27N7OsS
Source: the Open Molecules 2025 dataset
Level of theory: ωB97M-V/def2-TZVPD

Computed properties:
Highest occupied orbital energy (alpha / beta) = -0.49082 / -0.51136 Ha
Net charge = +2
Multiplicity = 5
<S²> = 6.15
E_LUMO (alpha / beta) = -6.96 / -7.89 eV

Geometry (Å):
Os 0.4771 -0.7614 -0.1472
S 2.7040 -0.4741 0.0737
N 3.8477 1.8578 0.5109
N 0.5209 1.2587 -0.3237
N 4.0824 3.1010 0.5897
N 1.5803 1.9641 -0.1082
N -1.8929 0.3176 1.8110
N 0.5054 -2.8257 0.0809
N -1.6629 -0.9876 -0.1011
C -4.3715 -1.5686 -0.0523
C 2.2535 5.6029 -1.4507
C 2.6928 1.2853 0.1380
C 0.5874 -2.4716 2.4695
C -2.5313 2.3647 -2.1020
C -2.4476 -0.4678 0.8599
C 0.0393 -3.1518 1.3803
C -1.5641 -4.1918 2.8280
C 3.3802 5.3372 1.0768
C 0.0541 -2.6612 3.7368
C 1.6361 -5.5822 -2.7890
C 1.0867 -3.3339 -2.1681
C -0.8930 3.2339 -0.0243
C 1.4670 -4.2360 -3.1282
C 3.3746 4.2774 0.1795
C -1.0426 -4.0116 1.5574
C -3.5560 -2.0984 -1.0636
C -1.0217 -3.5180 3.9166
C 2.2133 6.6610 -0.5477
C 0.8583 -3.7538 -0.8316
C 2.8328 4.4009 -1.0939
C -1.4196 1.6175 -1.7440
C -2.8337 3.5324 -1.4152
C 2.7778 6.5305 0.7122
C -0.6191 2.0540 -0.7000
C 1.4330 -6.0109 -1.4758
C 1.0508 -5.1207 -0.5010
C -2.2300 -1.7949 -1.0402
C -2.0121 3.9687 -0.3838
C -3.8233 -0.7628 0.9047
H 1.4756 -1.8614 2.3382
H -0.9770 0.7185 1.7110
H -1.1610 0.7184 -2.2915
H 1.9357 -6.2930 -3.5470
H -1.4317 -3.6719 4.9054
H 3.8393 5.2277 2.0523
H -5.4290 -1.7962 -0.0282
H 1.7575 7.5976 -0.8392
H -2.4008 -4.8629 2.9698
H -1.4821 -4.5111 0.7029
H 4.9814 3.2829 1.0282
H -2.4764 0.7053 2.5312
H 2.8848 3.5866 -1.8018
H -0.2344 3.5701 0.7674
H 0.9324 -5.4454 0.5233
H 1.5935 -7.0491 -1.2193
H -3.1533 2.0418 -2.9262
H 0.9509 -2.2865 -2.4297
H -2.2422 4.8858 0.1414
H 1.8438 5.7232 -2.4443
H -1.5549 -2.1920 -1.7881
H -4.4240 -0.3372 1.6970
H 1.6339 -3.9093 -4.1453
H -3.9539 -2.7347 -1.8400
H 2.7641 7.3589 1.4067
H 0.4968 -2.1590 4.5864
H -3.7031 4.1119 -1.6949



(6)
Formula: C30H28AgN5O4S3
Source: the Open Molecules 2025 dataset
Level of theory: ωB97M-V/def2-TZVPD

Computed properties:
Highest occupied orbital energy = -0.04943 Ha
Net charge = -2
Multiplicity = 1
E_LUMO = 4.03 eV

Geometry (Å):
Ag -0.2252 -0.0880 0.4078
S 0.4156 -2.9442 -0.2590
S -4.1233 -2.1847 3.0792
S 1.4603 0.5610 2.2027
O 3.4249 6.2024 -3.4039
O -2.2997 3.9220 -0.0028
O 2.8759 4.1310 -3.4849
O -0.6095 2.4692 -0.3844
N 2.6716 5.2768 -3.1446
N -1.7718 -3.2076 2.1907
N 2.0928 0.2798 -0.8438
N -0.7601 -0.7216 -2.0704
N -2.3269 -1.0200 1.6005
C -5.4534 1.6004 2.4105
C 3.4940 3.8293 0.9623
C -2.5930 -4.5158 -2.4616
C -5.4791 0.3011 2.8970
C -2.5853 -2.1353 2.1950
C -1.1689 3.5886 -0.4020
C -3.0064 -3.4614 -3.2596
C 0.5949 -0.6512 -2.6423
C -3.3289 -0.0855 1.8220
C 2.3230 1.6857 1.1745
C -4.3730 2.0553 1.6507
C -1.5545 -4.3275 -1.5642
C 0.2163 7.0978 -1.0325
C -3.3091 1.2236 1.3523
C 2.8234 2.8834 1.7173
C -0.8881 -3.1030 -1.4063
C -1.3439 -2.0231 -2.2086
C 3.7087 3.6170 -0.3943
C 1.4540 0.5086 -2.1346
C -2.3730 -2.2317 -3.1253
C 1.5361 5.5441 -2.2418
C 1.2895 6.8564 -1.8747
C 2.5537 1.4877 -0.2055
C 0.7773 4.4798 -1.7913
C 3.2385 2.4381 -0.9559
C -0.5749 6.0449 -0.5895
C -4.4093 -0.5296 2.5982
C 3.1458 -0.7182 -0.9102
C -1.5873 0.3735 -2.5637
C -0.3013 4.7321 -0.9550
H -1.0003 -3.1993 1.4971
H 4.2228 4.3516 -1.0042
H -2.4634 1.5959 0.7846
H -3.0770 -5.4842 -2.5337
H 2.7261 -1.6950 -1.1481
H -0.0017 8.1124 -0.7215
H -6.2766 2.2694 2.6332
H 3.9125 -0.4451 -1.6585
H 3.6190 -0.7904 0.0692
H 3.3947 2.2568 -2.0140
H 1.0872 -1.6046 -2.4601
H 0.4979 -0.5248 -3.7349
H 0.8357 1.3987 -2.0269
H -4.3344 3.0751 1.2900
H -1.4305 6.2115 0.0523
H -6.3087 -0.0517 3.4984
H -2.6998 -1.4120 -3.7505
H -3.8106 -3.5823 -3.9761
H -1.2220 -5.1486 -0.9393
H 2.2026 0.7079 -2.9237
H 2.6374 3.0624 2.7696
H -1.5741 0.4433 -3.6648
H -1.2287 1.3093 -2.1420
H 1.0324 3.4683 -2.0656
H -2.1375 -4.0906 2.4942
H 3.8384 4.7445 1.4334
H 1.9249 7.6481 -2.2410
H -2.6146 0.2354 -2.2296